(1)
DFT (the ωB97M-V functional and the def2-TZVPD basis) results for a molecular structure, C4H4LiO2.

Geometry as ORCA input:
```
! wB97M-V def2-TZVPD RIJCOSX def2/J DEFGRID3
* xyz 2 2
C 0.8134 0.1106 -0.1655
Li 2.8573 -2.2184 -1.8255
H -0.3394 -0.4662 1.3922
C -0.3780 -0.3848 0.2919
C 1.9287 0.1470 -0.9363
H -0.9061 -0.9403 -0.5005
H -3.4178 1.7726 1.4979
H 1.8925 1.2178 -0.1745
O -2.8742 1.2460 0.8575
C -2.3567 0.1964 0.7587
O 2.7802 -0.6808 -1.1959
*
```

Properties
Total energy ... -8486.6446 eV
HOMO (alpha / beta) ... -17.4423 / -18.5024 eV
Energy relative to the best compared isomer or geometry (same formula, charge and spin) ... 609.2 kJ/mol
LUMO energy (alpha / beta) ... -10.13 / -10.74 eV
<S²> ... 0.778

Per-atom Löwdin charges, elementary charge units: 0.05, 0.87, 0.12, -0.05, -0.22, 0.12, 0.25, 0.27, 0.32, 0.30, -0.02

---

(2)
DFT (the ωB97M-V functional and the def2-TZVPD basis) results for a single C4H6O2 molecule.

Geometry as ORCA input:
```
! wB97M-V def2-TZVPD RIJCOSX def2/J DEFGRID3
* xyz 0 1
O 1.8888 1.2804 -0.0461
C -1.1617 0.9843 0.9199
H -1.5763 -0.0927 -0.9026
H 2.5117 -0.2585 1.1367
O -0.7093 1.5576 -0.5538
C -0.8242 0.2305 -0.2752
H -2.1995 1.1962 1.0032
C 1.7089 0.1550 0.3476
C 0.4339 -0.6721 -0.0724
H 0.1094 1.8273 -0.0315
H 0.6330 -1.0987 -1.0686
H 0.2082 -1.5198 0.6160
*
```

Properties
Total energy ... -8334.8061 eV
HOMO ... -8.2371 eV
Energy relative to the best compared isomer or geometry (same formula, charge and spin) ... 545.6 kJ/mol
LUMO energy ... 0.76 eV

Per-atom Löwdin charges, elementary charge units: 0.03, 0.05, 0.12, 0.16, 0.01, -0.45, 0.02, -0.21, -0.07, 0.11, 0.11, 0.13

---

(3)
DFT (the ωB97M-V functional and the def2-TZVPD basis) results for 2 unconnected molecules or ions with the total composition C2H6NO.

Geometry as ORCA input:
```
! wB97M-V def2-TZVPD RIJCOSX def2/J DEFGRID3
* xyz 1 1
C 1.2636 -0.2788 -0.3361
H -1.4522 1.4349 0.0590
O 1.0928 1.1063 -0.0778
C 0.2200 0.2262 0.5236
H 1.4310 -0.7040 -1.3614
H -1.8136 -0.3065 0.1637
H -0.7868 0.3731 -1.0623
N -1.1281 0.4317 -0.1904
H 2.8528 -1.3222 0.4759
H 0.0330 0.0780 1.5555
*
```

Properties
Total energy ... -5695.6526 eV
HOMO (alpha / beta) ... -14.5084 / -14.2076 eV
Energy relative to the best compared isomer or geometry (same formula, charge and spin) ... 562.7 kJ/mol
LUMO energy (alpha / beta) ... -4.85 / -4.46 eV

Per-atom Löwdin charges, elementary charge units: -0.06, 0.23, 0.04, -0.29, 0.12, 0.22, 0.09, 0.26, 0.25, 0.15

---

(4)
DFT (the ωB97M-V functional and the def2-TZVPD basis) results for a molecular structure, C57H34BaN9OS.

Geometry as ORCA input:
```
! wB97M-V def2-TZVPD RIJCOSX def2/J DEFGRID3
* xyz -1 1
C 17.4362 17.2789 14.8438
C 20.6363 13.4718 9.9486
H 9.8705 13.9646 10.0992
H 18.1480 21.7779 9.2913
C 20.2892 14.2812 11.0295
H 18.6319 24.1894 8.9386
H 10.6263 20.5586 9.1127
H 16.7991 25.9501 9.3735
H 9.2611 16.6426 9.7045
C 11.9307 14.6798 10.3543
H 18.9716 15.7220 11.8135
N 13.2837 17.1778 13.4353
C 10.0323 19.0539 10.4765
N 14.8791 20.5569 15.2363
C 17.3309 17.5274 9.5732
H 15.0590 12.3208 10.2240
C 15.2638 24.3894 9.3268
H 19.8844 12.7596 7.9922
C 12.4553 19.3831 10.5640
C 15.4858 22.6210 17.0808
H 15.7861 23.3612 17.8187
C 17.1858 16.0778 9.7957
C 14.4231 20.4339 10.2301
H 10.9209 9.6347 10.5899
C 17.4850 19.4385 8.3374
N 16.6715 18.4983 10.2787
C 18.1188 19.2105 16.6531
C 10.2056 16.1636 10.0077
C 13.6807 16.0960 10.9945
H 20.9826 14.3170 11.9492
C 11.8335 11.5301 10.1953
C 11.3380 18.4055 10.4365
H 8.7028 21.9686 9.3780
C 12.9333 13.7688 10.6405
C 17.4963 21.3267 17.7895
H 18.1413 14.4810 7.7720
N 17.7993 22.0866 18.8022
N 15.3611 14.4629 10.6094
H 13.5736 16.5301 12.0531
H 13.8231 22.3851 11.0794
C 16.5880 24.8581 9.2660
H 6.7656 21.1921 10.9023
H 17.1387 16.5464 14.1343
H 13.0370 21.4853 15.0873
C 8.8605 18.5292 11.1406
C 15.7243 20.6744 9.7009
H 8.9787 17.5395 11.6441
H 14.7958 17.5776 9.6309
C 16.0287 22.0609 9.3087
H 13.9765 22.6964 8.8767
C 14.0380 21.5268 15.5272
C 17.5822 23.8874 9.0937
C 9.8140 20.2582 9.7814
H 19.8674 18.0896 17.1304
C 12.9666 12.3152 10.3837
O 12.3662 15.2993 14.5550
H 13.0786 8.4737 10.8354
N 12.3671 16.0224 10.5038
H 14.4540 25.0575 9.4832
Ba 15.1236 19.0329 12.9545
H 19.0714 16.1309 15.6324
H 6.8623 18.8194 11.7990
C 7.7439 19.2652 11.2791
C 16.6067 19.6215 9.4836
C 8.6875 21.0335 9.9100
C 19.7748 13.4841 8.8240
C 14.7500 16.6115 10.1261
C 18.0179 18.1576 8.4517
C 12.3236 20.7360 11.0314
C 18.5581 17.0858 15.6697
C 18.6876 14.3437 8.7069
C 14.3065 22.6276 16.3566
C 13.0371 9.5432 10.6586
N 19.4065 20.2539 18.4070
C 16.9125 19.3459 15.8484
C 14.1077 14.6393 10.9407
C 11.8600 10.1710 10.4718
H 18.8347 17.7020 7.8313
C 18.9345 18.0816 16.5858
C 16.3729 21.5475 16.9224
H 11.3791 21.1316 11.3621
C 19.1695 15.1256 10.9265
H 17.6553 20.1658 7.5352
C 14.2385 10.2392 10.6115
C 12.8029 16.2647 14.0686
H 10.8547 11.9863 9.9121
S 19.2036 21.4851 19.4223
N 13.7664 19.2202 10.1677
H 15.2417 9.7380 10.6393
C 18.3724 15.1619 9.7879
C 17.3449 22.5297 9.1926
C 13.5329 21.3965 10.8394
C 10.5363 14.8079 10.0826
N 16.6482 18.3556 14.9353
H 13.5391 23.4319 16.3569
C 11.3590 16.9560 10.3523
C 15.8201 15.7385 10.1739
C 7.6798 20.5998 10.8228
C 14.9690 23.0223 9.1674
C 16.0507 20.5066 15.9937
C 18.3845 20.2345 17.6002
C 14.1949 11.6545 10.3380
H 21.4951 12.8306 9.9600
*
```

Properties
Total energy ... -86645.5406 eV
HOMO (alpha / beta) ... -2.1480 / -2.1492 eV
Energy relative to the best compared isomer or geometry (same formula, charge and spin) ... 364.8 kJ/mol
LUMO energy (alpha / beta) ... -0.16 / -0.16 eV

These are the Löwdin partial charges, in e, on atoms 1 to 99: -0.11, -0.11, 0.08, 0.11, -0.10, 0.10, 0.13, 0.10, 0.11, -0.12, 0.10, -0.16, -0.18, -0.04, -0.26, 0.09, -0.10, 0.10, -0.26, 0.01, 0.12, -0.04, -0.38, 0.10, -0.03, 0.00, -0.09, -0.02, -0.23, 0.12, -0.04, -0.01, 0.09, -0.02, -0.33, 0.12, -0.20, 0.13, 0.06, 0.07, -0.12, 0.09, 0.11, 0.13, -0.06, -0.13, 0.13, 0.08, -0.16, 0.11, -0.14, -0.13, -0.08, 0.12, -0.19, 0.07, 0.09, 0.04, 0.08, 1.87, 0.11, 0.11, -0.12, -0.30, -0.08, -0.09, 0.01, -0.02, -0.08, -0.02, -0.04, -0.03, -0.16, -0.22, -0.14, -0.15, -0.13, 0.11, 0.02, -0.09, 0.09, -0.04, 0.10, -0.08, -0.57, 0.11, 1.01, 0.04, 0.10, -0.19, -0.06, -0.11, 0.00, -0.12, 0.12, -0.13, -0.21, -0.08, -0.05

---

Please write out number 3 again, unchanged.
DFT (the ωB97M-V functional and the def2-TZVPD basis) results for 2 unconnected molecules or ions with the total composition C2H6NO.

Geometry as ORCA input:
```
! wB97M-V def2-TZVPD RIJCOSX def2/J DEFGRID3
* xyz 1 1
C 1.2636 -0.2788 -0.3361
H -1.4522 1.4349 0.0590
O 1.0928 1.1063 -0.0778
C 0.2200 0.2262 0.5236
H 1.4310 -0.7040 -1.3614
H -1.8136 -0.3065 0.1637
H -0.7868 0.3731 -1.0623
N -1.1281 0.4317 -0.1904
H 2.8528 -1.3222 0.4759
H 0.0330 0.0780 1.5555
*
```

Properties
Total energy ... -5695.6526 eV
HOMO (alpha / beta) ... -14.5084 / -14.2076 eV
Energy relative to the best compared isomer or geometry (same formula, charge and spin) ... 562.7 kJ/mol
LUMO energy (alpha / beta) ... -4.85 / -4.46 eV

Per-atom Löwdin charges, elementary charge units: -0.06, 0.23, 0.04, -0.29, 0.12, 0.22, 0.09, 0.26, 0.25, 0.15

---

Question: total energy of number 3 (C2H6NO)?
Answer: -5695.6526 eV

---

Question: Look up the energy relative to the best compared isomer or geometry (same formula, charge and spin) of the second one.
Answer: 545.6 kJ/mol